Density functional theory data (the ωB97M-V functional and the def2-TZVPD basis) for the molecule C5H9FO at a distorted geometry.

The value obtained for the HOMO energy is -9.499 eV. The calculation puts the molar mass at 104.12 g/mol. The relative energy (zero: lowest compared OMol25 entry of this formula, charge and spin) is 1.4106 eV. As for the SMILES: C[C@@H]1OC[C@@H]1CF.

Last column: Löwdin charge in e.
Cartesian coordinates (Å):
C1 -0.39391 0.40343 -1.83675  -0.024
C2 -0.92219 0.11652 -0.46055  -0.318
C3 -0.34710 0.72155 1.42735  -0.151
C4 -0.12467 -0.62082 0.68727  -0.168
C5 1.36206 -0.91068 0.41469  -0.172
H1 0.66561 0.55495 -1.83951  0.067
H2 -0.69127 -0.39765 -2.51636  0.085
H3 -0.85966 1.35619 -2.08792  0.091
H4 -1.93474 -0.26529 -0.41340  0.134
H5 -1.16459 0.56541 2.10775  0.105
H6 0.47606 1.33466 1.86256  0.136
H7 -0.56113 -1.52267 1.17282  0.146
H8 1.57618 -1.74428 -0.24607  0.117
H9 1.77804 -1.21734 1.36321  0.108
O1 -0.90740 1.37122 0.28065  -0.106
F1 2.04870 0.25481 0.08426  -0.048


Density functional theory data (the ωB97M-V functional and the def2-TZVPD basis) for a cluster of 2 separate species, C5H14NO in total at a distorted geometry.

Its charge is +1. The value obtained for the HOMO energy is -13.450 eV. The calculation puts the molar mass at 104.17 g/mol. The relative energy (zero: lowest compared OMol25 entry of this formula, charge and spin) is 2.0842 eV.

Last column: Löwdin charge in e.
Cartesian coordinates (Å):
C1 1.54391 -0.53323 -0.64513  -0.149
C2 0.70740 0.55509 -1.35608  -0.171
C3 -0.62616 0.82908 -0.67148  -0.193
C4 0.12583 2.45623 1.16046  0.033
C5 -0.34552 1.27934 0.76251  -0.199
N1 0.73791 -1.73897 -0.27166  0.178
H1 1.97486 -0.12206 0.28689  0.136
H2 2.40192 -0.87478 -1.22552  0.133
H3 1.48165 1.35266 -1.35095  0.139
H4 0.58417 0.28826 -2.39638  0.113
H5 -1.25117 -0.05049 -0.65728  0.078
H6 -1.16035 1.66525 -1.12827  0.125
H7 0.15403 3.41285 0.64811  0.077
H8 0.46925 2.46059 2.19759  0.070
H9 -0.03053 0.43542 1.39016  0.083
H10 -0.12511 -2.00311 -0.73824  0.161
H11 1.32988 -2.53488 -0.00083  0.180
H12 0.33758 -1.67775 0.69685  0.161
H13 -2.76475 -1.13115 1.59556  0.054
H14 -3.13053 -2.15488 0.55712  0.046
O1 -2.41426 -1.91349 1.14659  -0.055


Density functional theory data (the ωB97M-V functional and the def2-TZVPD basis) for a structure of composition C28H28Cl7MoO3.

The multiplicity is 3. Its charge is +1. The value obtained for the HOMO energy (alpha / beta) is -10.341 / -10.674 eV. The calculation puts the molar mass at 756.64 g/mol. The relative energy (zero: lowest compared OMol25 entry of this formula, charge and spin) is 15.1884 eV.

Last column: Löwdin charge in e.
Cartesian coordinates (Å):
Mo1 -0.37556 -0.22958 -0.65436  1.620
C1 0.93106 0.68966 4.06931  -0.028
C2 0.92396 -0.06247 2.75881  -0.177
C3 2.15769 -0.05731 1.95379  -0.195
C4 3.23168 0.73292 2.22177  0.113
C5 2.28380 -0.98071 0.85391  -0.333
C6 3.70120 -1.43240 0.60351  -0.128
C7 1.09522 -1.66114 0.34173  -0.337
C8 1.36481 -2.99748 -0.36513  -0.043
C9 -0.13257 -1.54792 1.08744  -0.347
C10 -1.10393 -2.71959 1.03388  -0.052
C11 -0.14213 -0.78189 2.36254  -0.188
C12 -1.38474 -0.86303 3.20333  -0.003
H1 0.57007 0.06153 4.88196  0.087
H2 0.29529 1.57774 4.02744  0.084
H3 1.92800 1.00870 4.35272  0.068
H4 4.22071 0.56102 1.81819  0.054
H5 3.83785 0.80780 0.04011  0.079
H6 3.16468 1.55784 2.91479  0.076
H7 4.38675 -2.08067 1.14205  0.101
H8 4.45560 -0.19883 -1.52470  0.025
H9 2.89791 -1.35879 -1.46645  0.086
H10 1.47856 -3.78289 0.38817  0.106
H11 2.27327 -3.00027 -0.96480  0.061
H12 0.55808 -3.27853 -1.03363  0.065
H13 -0.81604 -3.47492 1.77239  0.107
H14 -1.13125 -3.18883 0.05765  0.062
H15 -2.11807 -2.40396 1.26268  0.074
H16 -2.23435 -0.41174 2.68873  0.079
H17 -1.27333 -0.34355 4.14906  0.077
H18 -1.65581 -1.89717 3.41478  0.093
Cl1 3.38252 -0.29642 -0.71967  0.877
C13 2.52167 0.86202 -1.90841  -0.390
C14 1.15316 0.83212 -1.76786  -0.248
C15 0.46569 1.68124 -2.62027  -0.633
Cl2 -1.28228 1.66409 -2.40822  0.796
C16 1.05040 2.50079 -3.57123  -0.695
Cl3 0.10141 3.49938 -4.58396  0.741
C17 2.44611 2.49275 -3.67296  -0.689
Cl4 3.23809 3.48649 -4.81878  0.736
C18 3.16869 1.66332 -2.81687  -0.645
Cl5 4.90766 1.64599 -2.86059  0.735
Cl6 -4.50829 4.77447 3.05524  0.706
C19 -3.34962 3.73792 2.30081  -0.658
C20 -1.99343 4.10329 2.32027  -0.086
C21 -1.05066 3.30187 1.73180  -0.567
Cl7 0.62083 3.73486 1.75663  0.750
C22 -1.41059 2.09427 1.08952  -0.359
O1 -0.50158 1.36176 0.53617  -0.261
C23 -2.77778 1.74182 1.08794  -0.140
C24 -3.21693 0.51758 0.49494  -0.146
O2 -2.50666 -0.33978 -0.05597  -0.108
C25 -3.73887 2.57650 1.69677  -0.043
H19 -1.69098 5.02360 2.80128  0.118
H20 -4.29142 0.30359 0.55511  0.151
H21 -4.78223 2.28709 1.68615  0.124
C26 -2.60679 -2.91875 -2.75858  -0.040
C27 -1.77621 -1.67053 -2.97973  -0.505
C28 -0.95456 -1.71123 -4.25259  -0.038
O3 -0.87874 -1.53669 -1.86983  -0.378
H22 -3.35420 -3.01952 -3.54626  0.090
H23 -3.11938 -2.86909 -1.79805  0.078
H24 -1.96947 -3.80482 -2.77390  0.088
H25 -2.43356 -0.79623 -3.00113  0.103
H26 -0.33301 -2.60781 -4.27302  0.089
H27 -0.30737 -0.83533 -4.32271  0.070
H28 -1.61002 -1.72415 -5.12368  0.093


Density functional theory data (the ωB97M-V functional and the def2-TZVPD basis) for a structure of composition C3H8InNO4PS at a distorted geometry.

Its charge is -1. The value obtained for the HOMO energy is -4.381 eV. The calculation puts the molar mass at 299.96 g/mol.

Last column: Löwdin charge in e.
Cartesian coordinates (Å):
O1 1.84286 -2.84199 1.08245  -0.021
N1 2.25572 -2.68928 -0.07733  -0.074
O2 2.52356 -1.35868 -0.27103  -0.287
C1 1.58609 -0.93144 -1.33245  -0.304
In1 0.12115 0.54916 -0.44479  0.444
C2 -1.37469 -0.47314 0.91302  -0.235
C3 -2.86454 -0.43171 0.16738  -0.388
O3 -3.41118 -1.53372 -0.36917  -0.094
O4 -3.53143 0.91208 0.17606  -0.072
P1 1.43343 2.36639 0.73775  0.062
S1 3.33995 1.91075 0.52670  -0.107
H1 1.01903 -1.85642 -1.82828  0.074
H2 2.23322 -0.34877 -2.13319  0.060
H3 -0.79686 1.27339 -1.80658  -0.093
H4 -1.05182 -1.58240 1.20900  0.063
H5 -1.45162 0.11644 1.94751  0.054
H6 -4.07389 0.92848 -0.67509  0.115
H7 1.01652 2.37883 2.12092  -0.097
H8 1.18450 3.61201 0.05713  -0.100